DFT (ωB97M-V/def2-TZVPD) results for C5H7F in the gas phase.

As for the expectation value of S²: 2.01. The value obtained for the total energy is -294.3013 a.u. The multiplicity is 3. The HOMO energy (alpha / beta) is -0.19399 / -0.34882 Ha. The molecular weight comes out at 86.109 g mol⁻¹.

Positions of all 13 atoms, in Å:
1 C 0.692 -0.900 0.049
2 C 0.354 -2.149 0.140
3 C 0.442 0.463 0.520
4 C 1.635 0.266 -0.435
5 C -0.747 1.235 0.069
6 F 2.874 0.311 0.039
7 H 0.872 -2.985 -0.322
8 H -0.644 -2.473 0.588
9 H 0.873 0.641 1.457
10 H 1.457 0.350 -1.454
11 H -0.779 1.174 -1.083
12 H -0.658 2.195 0.550
13 H -1.619 0.816 0.395

Atomic forces in eV per Å
C 3.89 12.09 -1.11
C -4.12 -11.11 1.45
C 1.85 -1.64 -1.37
C -4.18 -3.18 1.39
C 1.68 0.48 -2.16
F 1.37 0.16 0.29
H 0.33 0.23 0.44
H 1.15 0.66 -1.09
H 0.05 0.78 1.96
H 0.56 1.18 -1.91
H 0.01 0.77 1.76
H -0.17 0.83 -0.63
H -2.42 -1.25 0.98

=====

DFT (ωB97M-V/def2-TZVPD) results for C5H7FIN in the gas phase.

The value obtained for the total energy is -646.8340 a.u. The HOMO energy is -0.28841 Ha. The molecular weight comes out at 227.020 g mol⁻¹.

Positions of all 15 atoms, in Å:
1 C -0.828 0.000 -0.047
2 C -0.445 -1.077 -0.768
3 C 1.241 0.275 1.056
4 C 1.992 -0.044 -0.249
5 C -2.271 0.456 -0.207
6 N -0.147 0.624 0.882
7 F 1.658 1.008 -1.168
8 I 3.988 -0.340 0.016
9 H 0.247 -1.750 -0.477
10 H -0.668 -1.274 -1.876
11 H 1.472 -0.562 1.780
12 H 1.696 1.148 1.429
13 H -2.321 1.479 -0.438
14 H -2.755 0.283 0.834
15 H -2.861 -0.227 -0.768

Atomic forces in eV per Å
C -1.67 1.81 2.42
C 1.23 -0.33 -4.56
C -0.64 -1.63 0.02
C -3.61 2.00 -1.48
C -0.11 -1.44 3.18
N 0.26 -0.48 -0.83
F 1.51 -1.54 1.16
I 0.67 -0.27 -0.35
H 2.02 -2.42 1.72
H -0.27 0.73 1.80
H -0.48 0.62 -0.73
H 0.83 1.20 0.87
H -0.37 1.20 -0.55
H 0.91 0.69 -1.40
H -0.29 -0.14 -1.26